Below is a gas-phase ion, C19H27FNO2S (charge +1), with properties calculated with ωB97M-V with the def2-TZVPD basis set.

The geometry in XYZ format:
```
51
Properties=species:S:1:pos:R:3:nbo_charge:R:1
C -1.146 2.291 1.000 -0.608
C -2.146 1.224 1.444 -0.398
C -2.005 0.844 2.934 -0.398
C -1.985 -0.671 3.175 -0.393
C -0.613 -1.300 2.804 -0.402
C -0.690 -2.179 1.559 -0.390
C 0.569 -3.045 1.269 -0.417
C 1.021 -2.966 -0.201 -0.392
C 2.165 -1.979 -0.481 -0.409
C 2.111 -0.615 0.258 -0.462
C 2.113 0.620 -0.606 0.069
C 3.104 1.550 -0.499 -0.196
C 3.120 2.737 -1.264 -0.089
C 2.128 3.026 -2.163 -0.225
C 1.082 2.112 -2.317 0.025
C 0.011 2.343 -3.215 -0.184
C -0.988 1.459 -3.343 0.030
N -0.977 0.322 -2.570 -0.578
S -2.276 -0.793 -2.721 2.547
O -3.075 -0.360 -3.791 -0.838
O -2.752 -1.043 -1.423 -0.836
F -1.406 -1.978 -3.180 -0.439
C 0.003 0.056 -1.701 0.209
C 1.069 0.913 -1.543 -0.063
H -1.138 3.131 1.692 0.222
H -0.129 1.891 0.943 0.181
H -1.401 2.685 0.012 0.192
H -3.143 1.644 1.291 0.211
H -2.090 0.343 0.800 0.184
H -2.841 1.270 3.491 0.216
H -1.094 1.293 3.332 0.194
H -2.146 -0.826 4.242 0.217
H -2.781 -1.147 2.605 0.201
H -0.212 -1.870 3.642 0.215
H 0.070 -0.464 2.637 0.183
H -0.835 -1.524 0.694 0.164
H -1.580 -2.806 1.605 0.218
H 1.362 -2.743 1.953 0.205
H 0.304 -4.081 1.471 0.226
H 0.138 -2.785 -0.820 0.175
H 1.378 -3.950 -0.511 0.229
H 2.274 -1.822 -1.558 0.206
H 3.086 -2.473 -0.175 0.230
H 3.001 -0.543 0.880 0.237
H 1.266 -0.547 0.943 0.238
H 3.909 1.384 0.206 0.236
H 3.941 3.426 -1.114 0.241
H 2.153 3.947 -2.727 0.242
H -0.018 3.246 -3.808 0.256
H -1.809 1.604 -4.025 0.270
H -0.104 -0.850 -1.125 0.247
```

Calculated values
Orbital gap = 7.93 eV
SMILES = CCCCCCCCCCc1cccc2cc[n+](S(=O)(=O)F)cc12
HOMO energy = -12.891 eV
Charge = +1

=====

Below is a molecular structure, C25H41IrN2O8S2Si, with properties calculated with ωB97M-V with the def2-TZVPD basis set.

The geometry in XYZ format:
```
80
Properties=species:S:1:pos:R:3:lowdin_charge:R:1
Ir -0.497 -1.261 -0.840 1.425
O -3.295 -2.051 1.142 -0.090
C -3.268 -3.415 1.545 -0.222
C -1.857 -3.856 1.880 -0.163
N -0.947 -4.020 0.749 -0.166
C -1.378 -4.700 -0.430 -0.076
C -1.455 -3.864 -1.714 -0.525
O -1.390 -4.341 -2.804 0.152
O -1.719 -2.543 -1.537 -0.236
C 0.447 -4.116 1.038 -0.108
C 1.422 -3.206 0.269 -0.577
O 2.585 -3.194 0.550 0.111
O 0.916 -2.563 -0.795 -0.213
H -3.927 -1.962 0.423 0.087
H -3.705 -4.048 0.770 0.115
H -3.876 -3.554 2.444 0.126
H -1.941 -4.789 2.457 0.136
H -1.427 -3.111 2.550 0.094
H -2.375 -5.126 -0.303 0.137
H -0.727 -5.546 -0.673 0.145
H 0.834 -5.120 0.813 0.146
H 0.641 -3.949 2.097 0.138
S -3.861 1.763 -0.453 1.164
C -2.559 0.757 -0.059 -0.463
N -2.087 0.028 -1.038 -0.140
C -2.814 0.224 -2.224 -0.300
C -2.624 -0.418 -3.448 -0.031
C -3.446 -0.071 -4.498 -0.042
C -4.452 0.894 -4.352 -0.055
C -4.657 1.523 -3.144 -0.065
C -3.827 1.170 -2.082 -0.440
H -2.159 0.696 0.941 0.037
H -1.868 -1.183 -3.568 0.105
H -3.317 -0.562 -5.453 0.118
H -5.080 1.141 -5.197 0.116
H -5.437 2.261 -3.020 0.118
C -1.371 4.031 1.478 -0.027
C -0.063 3.317 1.773 -0.612
C 1.115 4.258 1.576 -0.013
C -0.082 2.722 3.175 -0.019
O 0.030 2.246 0.784 -0.149
Si 0.907 0.883 0.826 -0.049
S -0.178 -0.838 1.429 0.620
O 0.858 0.331 -0.787 -0.358
C 1.440 0.956 -2.031 -0.560
C 2.178 -0.141 -2.771 -0.006
C 0.288 1.529 -2.831 -0.010
C 2.369 2.070 -1.583 -0.009
O 2.289 1.184 1.553 -0.131
C 3.532 0.568 2.012 -0.602
C 4.516 1.715 2.171 -0.017
C 3.227 -0.092 3.347 -0.014
C 4.025 -0.452 1.004 -0.008
H -1.469 4.909 2.117 0.098
H -2.223 3.379 1.676 0.069
H -1.403 4.353 0.437 0.093
H 1.043 5.094 2.272 0.099
H 1.112 4.660 0.562 0.092
H 2.058 3.741 1.749 0.075
H -0.215 3.511 3.915 0.102
H 0.856 2.212 3.397 0.075
H -0.907 2.014 3.283 0.091
H 1.540 -1.009 -2.940 0.078
H 3.060 -0.467 -2.220 0.095
H 2.489 0.237 -3.746 0.107
H -0.297 0.746 -3.307 0.067
H 0.686 2.169 -3.620 0.108
H -0.359 2.134 -2.193 0.098
H 3.183 1.701 -0.966 0.076
H 1.827 2.846 -1.040 0.085
H 2.803 2.525 -2.474 0.112
H 4.091 2.500 2.797 0.088
H 4.777 2.142 1.201 0.090
H 5.430 1.356 2.644 0.098
H 2.891 0.648 4.075 0.091
H 4.120 -0.580 3.737 0.100
H 2.452 -0.851 3.224 0.077
H 4.139 -0.012 0.014 0.077
H 3.357 -1.310 0.936 0.058
H 5.007 -0.816 1.309 0.108
```

Calculated values
Orbital gap (spin up / spin down) = 6.93 / 5.55 eV
Spin multiplicity = 2
<S²> = 0.756
HOMO energy (spin up / spin down) = -11.376 / -11.223 eV
Charge = +1

=====

Below is a molecular structure, C29H26N7O2SZn, with properties calculated with ωB97M-V with the def2-TZVPD basis set.

The geometry in XYZ format:
```
66
Properties=species:S:1:pos:R:3:nbo_charge:R:1
Zn -0.782 1.526 -0.198 1.626
C -1.818 1.886 2.781 -0.254
O -0.974 1.090 1.938 -0.593
C -0.550 -0.132 2.426 0.335
C -1.239 -0.768 3.449 -0.304
C -0.796 -1.983 3.951 -0.182
C 0.340 -2.577 3.424 -0.240
C 1.032 -1.933 2.414 -0.175
C 0.621 -0.703 1.895 0.014
N 1.553 -0.121 1.011 -0.254
N 1.176 0.886 0.352 -0.287
C 2.057 1.618 -0.401 -0.003
C 1.467 2.827 -0.879 0.430
O 0.226 3.124 -0.694 -0.850
C 2.292 3.759 -1.589 -0.277
C 3.582 3.469 -1.848 -0.106
C 4.191 2.239 -1.431 -0.093
C 5.525 1.975 -1.773 -0.154
C 6.131 0.799 -1.404 -0.227
C 5.398 -0.137 -0.673 -0.189
C 4.088 0.101 -0.314 -0.222
C 3.442 1.299 -0.685 -0.061
H -1.409 1.914 3.790 0.207
H -2.837 1.501 2.790 0.190
H -1.810 2.885 2.357 0.208
H -2.126 -0.315 3.867 0.230
H -1.338 -2.452 4.761 0.226
H 0.705 -3.516 3.818 0.230
H 1.955 -2.342 2.024 0.233
H 1.830 4.681 -1.914 0.232
H 4.194 4.175 -2.398 0.220
H 6.071 2.720 -2.340 0.216
H 7.161 0.604 -1.669 0.223
H 5.867 -1.065 -0.369 0.216
H 3.557 -0.630 0.270 0.239
C 1.797 -1.158 -3.213 -0.408
N 0.890 -1.879 -2.324 -0.328
C 1.079 -3.165 -1.867 -0.038
C 0.059 -3.445 -1.040 -0.067
N -0.756 -2.318 -0.990 -0.369
C -0.231 -1.355 -1.796 0.301
S -0.765 0.212 -2.209 -0.380
C -1.949 -2.285 -0.202 0.368
C -1.995 -3.068 0.943 -0.257
C -3.188 -3.133 1.638 -0.135
C -4.272 -2.401 1.182 -0.249
C -4.098 -1.614 0.058 0.050
N -2.960 -1.554 -0.636 -0.457
H 2.640 -1.808 -3.428 0.224
H 2.146 -0.252 -2.723 0.245
H 1.283 -0.896 -4.135 0.232
H 1.910 -3.769 -2.185 0.247
H -0.182 -4.351 -0.517 0.247
H -1.120 -3.589 1.300 0.243
H -3.260 -3.740 2.530 0.235
H -5.228 -2.427 1.686 0.239
H -4.915 -1.008 -0.316 0.202
N -3.568 1.392 -1.156 -0.337
C -4.662 2.081 -1.502 -0.006
C -4.558 3.333 -0.931 -0.329
C -3.336 3.313 -0.256 -0.003
N -2.746 2.128 -0.389 -0.460
H -3.266 0.460 -1.435 0.465
H -5.424 1.644 -2.125 0.238
H -5.257 4.146 -1.004 0.251
H -2.851 4.099 0.300 0.231
```

Calculated values
Orbital gap = 6.70 eV
HOMO energy = -9.751 eV
Charge = +1

=====

Below is 2 unconnected molecules or ions with the total composition CH4ClNOS, with properties calculated with ωB97M-V with the def2-TZVPD basis set.

The geometry in XYZ format:
```
9
Properties=species:S:1:pos:R:3:nbo_charge:R:1
C 1.755 1.027 -0.502 -0.357
N -0.898 -0.881 0.596 -1.069
O 0.932 -2.520 -0.089 -0.853
S -0.213 -1.777 -0.573 1.122
Cl 2.728 0.004 0.412 0.022
H 1.355 1.754 0.132 0.165
H 1.080 0.401 -1.002 0.157
H -0.344 -0.609 1.350 0.402
H -1.860 -0.613 0.571 0.411
```

Calculated values
Orbital gap (spin up / spin down) = 8.68 / 7.38 eV
HOMO energy (spin up / spin down) = -8.908 / -7.802 eV
Charge = 0

=====

no.,E_tot (Eh)
1,-1443.221837
2,-2878.832956
3,-3831.848201
4,-1028.744419